No. 1
C32H29F5N3O5 | the ωB97M-V functional and the def2-TZVPD basis

Calculated total energy (Ha): -2276.78218
Max |F| (eV/Å): 1.0
Relative energy (zero: lowest compared OMol25 entry of this formula, charge and spin) (eV): 0.0000
Structure (SMILES): COc1cccc(-c2c(C)n(Cc3c(F)cccc3C(F)(F)F)c(=O)n(C[C@H](NCCCC(=O)[O-])c3ccccc3)c2=O)c1F
Orbital gap (eV): 8.0745
Charge: -1

XYZ file:
```
74
Properties=species:S:1:pos:R:3:forces:R:3:mulliken_charge:R:1
C 0.717613 6.214742 -1.853919 -0.07 0.07 -0.37 -0.710
O 1.004533 6.264405 -0.474451 0.13 -0.18 0.24 -0.484
C 0.933502 5.113107 0.264204 -0.03 0.04 0.12 0.004
C 0.955175 5.291211 1.647664 -0.01 -0.04 -0.20 -0.585
C 0.887612 4.213987 2.508887 0.03 0.13 -0.01 -1.232
C 0.780376 2.925539 2.016989 -0.04 0.03 -0.12 -0.222
C 0.771088 2.719379 0.643389 -0.04 0.13 0.02 -0.941
C 0.589320 1.363360 0.087145 0.20 0.01 0.05 0.969
C 1.477827 0.352943 0.283804 -0.40 0.67 0.00 0.542
C 2.721643 0.519988 1.072094 0.12 -0.04 0.26 -1.669
N 1.221123 -0.891875 -0.241755 -0.05 -0.10 0.10 1.554
C 2.075625 -2.023092 0.066319 -0.12 -0.65 0.47 -1.740
C 3.441253 -2.060033 -0.548022 0.39 -0.13 -0.14 0.306
C 4.388071 -2.848297 0.120860 0.02 0.19 -0.31 -0.223
F 3.998172 -3.553668 1.192947 -0.10 0.05 0.07 -0.301
C 5.707152 -2.960185 -0.264225 -0.09 0.05 0.01 -0.679
C 6.138985 -2.268054 -1.382191 -0.11 -0.02 0.08 -0.624
C 5.232132 -1.523000 -2.106518 -0.06 0.07 -0.06 -0.833
C 3.896828 -1.432361 -1.714535 0.11 -0.12 0.04 0.723
C 2.992978 -0.641594 -2.626614 -0.08 0.32 -0.43 1.056
F 2.731331 0.597822 -2.183294 0.03 0.06 0.20 -0.234
F 1.821600 -1.234841 -2.877355 -0.12 -0.26 0.15 -0.329
F 3.554165 -0.463088 -3.844472 0.28 -0.07 -0.10 -0.341
C 0.003409 -1.214015 -0.807990 0.17 -0.11 -0.09 0.379
O -0.256495 -2.357338 -1.147531 -0.20 -0.20 -0.10 -0.736
N -0.881906 -0.187359 -0.974888 -0.17 0.07 -0.13 0.182
C -2.214536 -0.521923 -1.442901 -0.36 -0.01 0.03 -1.764
C -3.171528 -0.746787 -0.245357 0.00 -0.06 -0.19 0.456
N -2.726069 -1.808196 0.641188 0.21 -0.19 -0.20 -0.307
C -2.016382 -1.360613 1.834846 0.04 -0.03 0.10 0.088
C -1.237987 -2.511362 2.462901 -0.14 0.21 0.10 -0.533
C -0.459782 -2.066766 3.701087 0.35 0.23 -0.13 -0.936
C 0.656297 -1.046337 3.318464 -0.52 -0.73 0.46 0.518
O 0.388232 0.156465 3.416114 -0.29 0.77 0.09 -0.731
O 1.740457 -1.535273 2.925587 0.37 -0.57 0.06 -0.838
C -4.546343 -1.030760 -0.806986 -0.03 0.13 0.04 -0.502
C -5.304000 0.010116 -1.331217 0.02 -0.06 -0.01 -0.295
C -6.549687 -0.233677 -1.880026 -0.09 0.09 -0.07 -0.735
C -7.055072 -1.522875 -1.910893 -0.14 -0.03 -0.05 -0.385
C -6.307916 -2.563173 -1.386055 -0.07 -0.07 -0.06 -0.694
C -5.060225 -2.319075 -0.839173 0.05 0.03 -0.01 -0.306
C -0.662828 1.141113 -0.593091 0.25 -0.21 0.04 0.500
O -1.519763 1.980187 -0.807249 -0.07 0.07 0.02 -0.784
C 0.856653 3.808818 -0.217669 0.12 -0.01 0.06 1.043
F 0.906834 3.556080 -1.552887 -0.02 0.08 0.22 -0.338
H 1.514734 5.722596 -2.418212 -0.10 0.04 0.04 0.247
H -0.228371 5.703789 -2.050134 0.05 0.03 0.00 0.295
H 0.641264 7.255004 -2.172229 -0.01 -0.06 -0.01 0.264
H 1.021579 6.303493 2.016340 0.00 0.12 0.02 0.421
H 0.902404 4.382225 3.575131 -0.01 0.02 0.11 0.443
H 0.690582 2.069261 2.672970 0.01 -0.10 0.03 0.930
H 2.868595 1.561617 1.334750 0.03 0.02 -0.07 0.657
H 3.598768 0.147465 0.548077 0.05 0.03 -0.11 0.402
H 2.590450 -0.072236 1.995590 0.09 0.14 -0.15 0.009
H 2.165677 -2.081461 1.169330 -0.03 -0.02 -0.47 0.414
H 1.521984 -2.912109 -0.266338 0.19 0.24 0.16 0.777
H 6.374235 -3.578459 0.315310 0.04 -0.07 0.09 0.472
H 7.169472 -2.322507 -1.694993 0.11 -0.02 -0.03 0.390
H 5.557361 -1.007106 -2.996072 -0.02 0.01 -0.04 0.485
H -2.145919 -1.433045 -2.040643 -0.05 0.14 0.06 0.421
H -2.569925 0.309000 -2.055048 0.03 -0.15 0.05 0.649
H -3.216740 0.189194 0.325017 0.01 -0.09 -0.07 0.390
H -2.140433 -2.457424 0.124118 0.00 0.07 0.07 0.463
H -2.766313 -0.991768 2.545111 0.16 0.07 0.05 0.551
H -1.322035 -0.530676 1.639331 -0.08 -0.02 0.05 -0.339
H -1.938736 -3.312012 2.723821 0.03 -0.01 -0.07 0.408
H -0.534073 -2.912268 1.726828 0.00 -0.07 -0.04 0.178
H 0.013207 -2.936456 4.163772 -0.03 0.05 0.00 0.431
H -1.136209 -1.595282 4.417496 0.00 -0.02 0.00 0.368
H -4.912911 1.017086 -1.301253 0.07 0.14 0.01 0.466
H -7.131268 0.584193 -2.282743 -0.04 0.06 -0.02 0.382
H -8.029663 -1.713968 -2.338819 -0.06 -0.01 -0.02 0.367
H -6.700228 -3.570770 -1.403787 -0.02 -0.07 0.00 0.379
H -4.476955 -3.121035 -0.415928 0.04 -0.08 0.08 0.398
```
Forces are in eV/Å.

=====

No. 2
C32H29HgN2O4P2 | the ωB97M-V functional and the def2-TZVPD basis

Calculated total energy (Ha): -2483.42020
Multiplicity: 2
Max |F| (eV/Å): 0.7
<S²>: 0.76
Relative energy (zero: lowest compared OMol25 entry of this formula, charge and spin) (eV): 0.8592
Orbital gap (alpha / beta) (eV): 7.8355 / 6.2541

XYZ file:
```
70
Properties=species:S:1:pos:R:3:forces:R:3:mulliken_charge:R:1
Hg 1.087806 0.793570 1.023628 0.01 0.57 0.17 0.868
C -1.947307 -2.305901 -1.536295 0.18 0.07 0.21 -0.839
C -1.694634 -2.966724 -0.163270 0.02 0.41 -0.17 -1.505
P -1.199256 -1.850427 1.259434 0.21 -0.14 -0.31 1.193
C -0.273704 -3.093793 2.238831 -0.07 0.10 -0.01 0.207
C 1.117402 -3.033069 2.232661 -0.04 0.06 -0.05 -0.196
C 1.869533 -3.989951 2.897976 0.03 -0.03 0.04 -0.550
C 1.232808 -5.019644 3.573787 0.06 0.03 -0.04 -0.463
C -0.153804 -5.087037 3.584749 -0.04 -0.05 0.09 -0.664
C -0.906422 -4.127411 2.926697 0.07 -0.01 0.01 -0.338
C -2.727304 -1.667244 2.233083 0.12 0.12 -0.01 0.380
C -4.012567 -1.769687 1.712479 0.07 -0.08 0.06 -0.437
C -5.110768 -1.497891 2.518570 -0.08 0.04 -0.03 -0.698
C -4.933638 -1.111734 3.836838 -0.03 -0.02 0.01 -0.447
C -3.651106 -0.989013 4.357731 -0.02 0.02 0.00 -0.682
C -2.555355 -1.252096 3.556407 -0.06 -0.04 -0.04 -0.475
C -0.699732 -1.856392 -2.329770 0.01 -0.15 0.57 -1.201
P 0.148033 -0.351311 -1.644668 -0.22 0.26 -0.19 0.782
C 1.375005 0.052421 -2.938949 0.14 0.01 0.24 0.552
C 2.159883 -0.930863 -3.536044 -0.13 0.02 -0.01 -0.422
C 3.192176 -0.584243 -4.397768 0.03 -0.03 -0.01 -0.695
C 3.460611 0.748856 -4.661014 0.04 0.01 0.02 -0.479
C 2.699228 1.738856 -4.050965 0.01 0.03 -0.06 -0.648
C 1.669424 1.396468 -3.188462 -0.05 -0.07 -0.08 -1.310
C -1.156688 0.880287 -2.009933 0.03 0.01 0.13 0.742
C -1.551699 1.145540 -3.322012 -0.05 0.02 0.09 -0.200
C -2.547905 2.072551 -3.575455 -0.02 -0.03 -0.08 -0.787
C -3.158222 2.748576 -2.525129 0.01 -0.03 0.02 -0.444
C -2.776371 2.486752 -1.219638 -0.08 0.03 0.04 -0.816
C -1.784513 1.549945 -0.963772 0.12 -0.06 -0.03 -0.259
H -2.628378 -1.458258 -1.414340 -0.04 -0.02 -0.11 0.294
H -2.454423 -3.046114 -2.160301 -0.10 0.08 0.01 0.500
H -0.900241 -3.709087 -0.261647 -0.02 -0.04 0.07 0.613
H -2.599946 -3.483613 0.162877 0.07 -0.18 -0.10 0.655
H 1.614116 -2.224632 1.705229 -0.01 0.00 0.02 0.168
H 2.949723 -3.923757 2.901648 0.00 -0.01 -0.02 0.411
H 1.818855 -5.763988 4.096510 -0.02 -0.01 0.01 0.378
H -0.647420 -5.887184 4.121433 -0.02 0.00 -0.01 0.400
H -1.988440 -4.170239 2.958215 -0.01 -0.03 -0.01 0.376
H -4.169591 -2.070704 0.683555 0.00 0.03 0.00 0.222
H -6.109627 -1.580121 2.109411 0.00 -0.02 0.00 0.401
H -5.792979 -0.901169 4.459598 -0.01 0.00 0.00 0.387
H -3.511874 -0.676757 5.384162 0.02 0.00 0.01 0.399
H -1.549936 -1.144265 3.949430 -0.04 0.01 0.06 0.377
H -0.986517 -1.614967 -3.355137 0.04 -0.06 -0.02 0.568
H 0.021905 -2.676620 -2.351561 0.00 -0.02 -0.07 0.564
H 1.959986 -1.976163 -3.334535 0.05 -0.01 -0.02 0.313
H 3.792160 -1.359712 -4.855968 -0.02 0.00 -0.02 0.414
H 4.260608 1.024478 -5.335198 0.01 -0.03 0.00 0.405
H 2.910257 2.780508 -4.265741 -0.06 0.00 0.03 0.527
H 1.070934 2.168704 -2.717889 0.04 0.04 -0.02 0.582
H -1.064550 0.635576 -4.144611 -0.01 0.02 -0.03 0.320
H -2.851553 2.267382 -4.596188 0.01 0.03 0.01 0.399
H -3.931871 3.477139 -2.728401 0.00 0.01 0.00 0.403
H -3.246439 3.009521 -0.397167 0.00 0.00 0.00 0.442
H -1.495524 1.335992 0.059992 -0.04 0.04 0.01 0.187
O 4.245215 5.870891 2.633357 0.15 0.16 0.12 -0.542
C 4.798937 5.332512 1.572246 0.10 0.02 -0.11 0.410
O 5.932774 5.574508 1.223383 -0.05 0.03 0.00 -0.619
C 3.963612 4.392957 0.772397 -0.09 -0.11 -0.05 0.335
C 4.335850 3.945532 -0.476241 0.04 0.06 0.15 -0.565
N 3.382139 3.093904 -0.886993 0.19 0.20 0.10 0.282
N 2.408466 2.958473 0.020253 -0.39 -0.56 -0.17 -0.682
C 2.738902 3.727847 1.039297 0.13 0.26 0.02 0.136
C 1.815894 3.834088 2.234546 0.08 -0.01 -0.04 0.634
O 1.928626 4.854468 2.936310 -0.04 -0.18 -0.02 -0.799
O 0.995157 2.898662 2.421711 -0.17 -0.61 -0.30 -0.668
H 3.298376 5.547714 2.770296 -0.07 -0.06 -0.02 0.483
H 5.209982 4.191019 -1.054538 -0.01 -0.03 -0.04 0.539
H 3.305920 2.616080 -1.769126 0.04 -0.08 -0.01 0.186
```
Forces are in eV/Å.

=====

No. 3
C32H29N4O3ReS | the ωB97M-V functional and the def2-TZVPD basis

Calculated total energy (Ha): -2157.09646
Multiplicity: 2
Max |F| (eV/Å): 0.1
<S²>: 0.77
Relative energy (zero: lowest compared OMol25 entry of this formula, charge and spin) (eV): 0.0000
Orbital gap (alpha / beta) (eV): 6.1439 / 5.4748
Charge: +3

XYZ file:
```
70
Properties=species:S:1:pos:R:3:forces:R:3:mulliken_charge:R:1
Re 0.331975 0.201429 -0.741812 -0.06 0.06 -0.08 1.885
C 3.921711 -1.248759 -2.834060 0.00 0.01 0.00 -1.692
C 2.551323 -0.911719 -2.388378 0.01 -0.01 0.01 0.908
N 2.255886 -0.302403 -1.286298 0.01 0.03 0.01 0.747
N 3.211258 -0.118094 -0.314739 0.01 -0.01 0.01 -0.949
C 2.616575 -0.161104 0.840146 -0.04 0.00 -0.03 0.130
O 1.261614 -0.278980 0.860944 0.09 -0.02 0.10 -0.430
C 3.307104 -0.071443 2.107551 0.02 0.01 0.00 0.438
C 4.707786 -0.024438 2.129866 0.00 0.00 0.01 -0.431
C 5.365067 0.070882 3.339550 0.00 0.00 -0.01 -0.781
C 4.635958 0.118643 4.524259 -0.01 0.00 0.01 -0.398
C 3.246657 0.071355 4.505801 0.01 0.00 0.00 -0.772
C 2.576822 -0.025095 3.300936 0.00 0.00 -0.01 -0.227
C 1.334643 -1.422611 -3.032677 -0.01 -0.02 -0.02 0.734
C 1.319637 -2.214403 -4.160699 0.01 0.01 0.01 -0.842
C 0.129881 -2.829498 -4.540178 0.00 -0.01 -0.01 -0.547
C -1.004882 -2.644684 -3.766348 0.01 0.00 0.00 -1.108
C -0.934173 -1.817770 -2.660350 -0.01 0.01 -0.01 0.461
N 0.204062 -1.199707 -2.304471 -0.03 -0.01 -0.01 -0.001
H 4.654837 -0.666356 -2.284507 0.00 0.00 0.00 0.391
H 4.029739 -1.067040 -3.904179 0.00 0.00 0.00 0.471
H 4.119875 -2.310120 -2.656505 0.00 0.00 0.00 0.375
H 5.264048 -0.071721 1.203868 0.00 0.00 0.00 0.502
H 6.445320 0.101981 3.367296 0.00 0.00 0.00 0.442
H 5.156758 0.188844 5.469971 0.00 0.00 0.00 0.427
H 2.692120 0.105989 5.433148 0.00 0.00 0.00 0.440
H 1.496543 -0.067550 3.277976 0.00 0.00 0.00 0.492
H 2.229820 -2.369744 -4.722999 0.00 0.00 0.00 0.457
H 0.099777 -3.459316 -5.419804 0.00 0.00 0.00 0.479
H -1.940072 -3.128552 -4.010198 0.00 0.00 0.00 0.533
H -1.800077 -1.647271 -2.029726 0.00 0.00 0.01 0.249
O -1.079879 1.142282 -2.155222 0.00 0.01 0.01 -0.505
C -0.580629 2.263148 -2.919670 0.02 -0.01 -0.01 -0.766
C 0.407910 2.935625 -2.026548 -0.01 0.00 -0.01 0.747
C 0.782298 4.248352 -2.205628 0.01 0.00 0.01 -0.961
C 1.699826 4.815919 -1.332914 -0.01 0.01 -0.01 -0.308
C 2.198807 4.050798 -0.288744 0.00 0.00 -0.01 -0.892
C 1.795398 2.741939 -0.165301 -0.01 0.00 -0.01 -0.140
N 0.922163 2.174887 -1.032164 0.02 -0.02 0.01 -0.149
H -1.722461 0.637946 -2.670968 -0.01 0.01 -0.01 0.264
H -1.403789 2.929802 -3.171711 0.00 0.00 0.01 0.573
H -0.108385 1.903116 -3.837381 -0.01 0.00 0.00 0.344
H 0.352324 4.823945 -3.014526 0.00 -0.01 0.00 0.536
H 2.005881 5.846379 -1.457355 0.00 0.00 0.00 0.470
H 2.895523 4.459665 0.429023 0.00 -0.01 0.01 0.512
H 2.160490 2.128829 0.643203 0.00 0.01 0.01 0.586
O -1.186801 0.437924 0.531995 -0.03 -0.07 -0.01 -0.220
S -2.774332 0.384469 0.418663 0.02 0.03 0.01 -0.133
C -3.341894 0.750635 2.024856 -0.04 0.05 0.02 0.904
C -3.211992 -0.125822 3.102008 0.01 -0.03 0.00 -0.202
C -3.702412 0.269464 4.330538 0.00 0.00 0.00 -0.781
C -4.317608 1.512250 4.473371 0.00 0.01 -0.01 -0.446
C -4.449208 2.372687 3.392317 0.00 -0.01 0.02 -0.783
C -3.960506 1.994634 2.152714 0.01 -0.01 -0.03 -0.479
C -3.046849 -1.347602 0.179816 -0.01 -0.02 0.00 0.229
C -2.146071 -2.297418 0.656171 -0.01 0.00 -0.02 0.042
C -2.409388 -3.636554 0.412638 0.00 0.00 0.00 -0.993
C -3.555008 -4.009452 -0.285400 0.01 -0.01 0.00 -0.595
C -4.444130 -3.049550 -0.750841 0.00 0.01 0.00 -0.755
C -4.191402 -1.702069 -0.525726 0.01 -0.01 0.00 -0.259
H -2.756441 -1.099403 2.984048 0.00 0.00 0.00 0.408
H -3.621877 -0.394138 5.180336 0.00 0.00 0.00 0.445
H -4.708238 1.803504 5.439302 0.00 0.00 0.00 0.441
H -4.939391 3.328802 3.510627 0.00 0.00 0.00 0.436
H -4.069906 2.647861 1.295723 0.00 0.00 0.00 0.419
H -1.267244 -1.999539 1.215781 0.00 -0.01 0.00 0.685
H -1.732264 -4.393853 0.784800 0.00 0.00 0.00 0.482
H -3.758993 -5.058028 -0.457257 0.00 0.00 0.00 0.485
H -5.337882 -3.345312 -1.283457 0.00 0.00 0.00 0.475
H -4.883230 -0.946864 -0.880496 0.00 0.00 0.00 0.500
```
Forces are in eV/Å.